The following is a DFT calculation (ωB97M-V/def2-TZVPD) of a single C4H9ClN2O molecule.

Computed properties:
* E: -802.6971 Eh
* SMILES: CN/N=C(\CO)CCl
* max |F|: 2.82 eV/A
* orbital gap: 9.7914 eV
* energy relative to the best compared isomer or geometry (same formula, charge and spin): 1.719 eV

The geometry in ORCA input format:
```
! RIJCOSX wB97M-V def2-TZVPD def2/J DEFGRID3
* xyz 0 1
C 1.88 -1.77 0.80
N 0.72 -1.14 0.15
N 0.65 0.16 0.37
C -0.40 0.79 0.01
C -1.53 0.12 -0.78
O -1.08 -0.51 -1.93
C -0.49 2.28 0.34
Cl -0.58 3.28 -1.15
H 2.78 -1.33 0.30
H 1.87 -2.87 0.60
H 1.85 -1.65 1.89
H -0.08 -1.65 0.43
H -2.07 -0.63 -0.10
H -2.29 0.91 -1.04
H -0.25 -0.97 -1.70
H 0.41 2.56 0.89
H -1.40 2.43 0.93
*
```

The following is a DFT calculation (ωB97M-V/def2-TZVPD) of a molecular structure, C4H9ClN2S.

Computed properties:
* E: -1125.5971 Eh
* max |F|: 4.85 eV/A
* orbital gap: 8.7668 eV
* energy relative to the best compared isomer or geometry (same formula, charge and spin): 2.095 eV

The geometry in ORCA input format:
```
! RIJCOSX wB97M-V def2-TZVPD def2/J DEFGRID3
* xyz 0 1
C 2.39 0.45 0.62
C -0.58 -1.19 -0.53
C -1.65 0.36 1.26
C -0.36 -0.26 0.70
N 2.83 1.64 1.01
N 0.55 0.84 0.57
S 2.91 -0.93 0.10
Cl 0.45 1.81 -0.93
H -1.29 -0.65 -1.16
H 0.39 -1.35 -1.07
H -1.01 -2.13 -0.23
H -2.44 -0.19 0.98
H -1.73 1.30 0.84
H -1.59 0.46 2.36
H 0.02 -0.75 1.64
H 2.19 2.29 1.47
H 3.79 1.66 1.46
*
```

The following is a DFT calculation (ωB97M-V/def2-TZVPD) of a single C4H9ClO molecule.

Computed properties:
* E: -693.2278 Eh
* SMILES: OCCCCCl
* max |F|: 1.27 eV/A
* orbital gap: 11.0997 eV
* energy relative to the best compared isomer or geometry (same formula, charge and spin): 0.295 eV

The geometry in ORCA input format:
```
! RIJCOSX wB97M-V def2-TZVPD def2/J DEFGRID3
* xyz 0 1
O 1.36 0.55 1.14
C 1.37 0.67 -0.27
C -0.02 0.63 -0.92
C -0.79 -0.66 -0.57
C -0.88 -1.00 0.92
Cl -1.92 0.18 1.79
H 0.86 1.27 1.55
H 1.88 1.57 -0.65
H 1.95 -0.17 -0.67
H -0.62 1.54 -0.71
H 0.19 0.67 -2.00
H -0.22 -1.53 -0.98
H -1.79 -0.69 -0.99
H 0.07 -1.08 1.43
H -1.45 -1.93 0.95
*
```

The following is a DFT calculation (ωB97M-V/def2-TZVPD) of 2 unconnected molecules or ions with the total composition C4H9ClO3.

Computed properties:
* E: -843.6976 Eh
* SMILES: CCOC(=O)O.CCl
* max |F|: 3.19 eV/A
* orbital gap: 11.6238 eV
* energy relative to the best compared isomer or geometry (same formula, charge and spin): 0.135 eV

The geometry in ORCA input format:
```
! RIJCOSX wB97M-V def2-TZVPD def2/J DEFGRID3
* xyz 0 1
C 1.12 -1.66 0.19
C 1.50 -0.65 1.31
O 1.01 0.69 1.08
C -0.30 0.98 1.26
O -1.13 0.22 1.64
O -0.45 2.25 0.95
H 1.66 -2.67 0.39
H 0.03 -1.72 -0.01
H 1.71 -1.43 -0.64
H 2.56 -0.75 1.35
H 1.27 -1.11 2.36
H 0.33 2.44 0.40
C -1.90 0.65 -2.06
Cl -0.26 0.76 -2.58
H -2.70 0.93 -2.75
H -2.31 -0.23 -1.63
H -2.15 1.29 -1.27
*
```

The following is a DFT calculation (ωB97M-V/def2-TZVPD) of a single C4H9ClOS molecule.

Computed properties:
* E: -1091.3777 Eh
* SMILES: C[C@@H](O)[C@@H](C)SCl
* max |F|: 5.44 eV/A
* orbital gap: 9.4918 eV
* energy relative to the best compared isomer or geometry (same formula, charge and spin): 0.834 eV

The geometry in ORCA input format:
```
! RIJCOSX wB97M-V def2-TZVPD def2/J DEFGRID3
* xyz 0 1
C 1.69 -0.46 0.37
C 0.07 -0.43 0.31
O -0.49 -0.96 1.51
C -0.62 0.93 -0.10
C -1.88 0.74 -0.78
S -0.85 1.93 1.48
Cl 0.67 3.20 1.66
H 1.89 -0.11 1.41
H 2.04 0.19 -0.42
H 2.05 -1.40 0.33
H -0.15 -1.33 -0.32
H -0.12 -0.36 2.20
H 0.04 1.46 -0.76
H -2.36 0.04 -0.15
H -2.44 1.70 -0.67
H -1.84 0.19 -1.74
*
```

The following is a DFT calculation (ωB97M-V/def2-TZVPD) of a single C4H9ClSi molecule.

Computed properties:
* E: -907.4892 Eh
* SMILES: C=C[Si@H](Cl)CC
* max |F|: 2.56 eV/A
* orbital gap: 11.1538 eV
* energy relative to the best compared isomer or geometry (same formula, charge and spin): 1.419 eV

The geometry in ORCA input format:
```
! RIJCOSX wB97M-V def2-TZVPD def2/J DEFGRID3
* xyz 0 1
C -1.29 -1.90 -1.48
C -0.21 -1.60 -0.78
Si -0.13 -0.71 0.88
Cl -2.11 -0.97 1.56
C -0.03 1.16 0.53
C 1.32 1.86 0.38
H -1.07 -2.28 -2.45
H -2.38 -2.02 -1.17
H 0.82 -1.50 -1.26
H 1.05 -1.24 1.76
H -0.56 1.26 -0.35
H -0.57 1.74 1.20
H 1.44 2.56 1.26
H 2.22 1.16 0.46
H 1.48 2.50 -0.54
*
```

Please write out number 1 again, unchanged.
The following is a DFT calculation (ωB97M-V/def2-TZVPD) of a single C4H9ClN2O molecule.

Computed properties:
* E: -802.6971 Eh
* SMILES: CN/N=C(\CO)CCl
* max |F|: 2.82 eV/A
* orbital gap: 9.7914 eV
* energy relative to the best compared isomer or geometry (same formula, charge and spin): 1.719 eV

The geometry in ORCA input format:
```
! RIJCOSX wB97M-V def2-TZVPD def2/J DEFGRID3
* xyz 0 1
C 1.88 -1.77 0.80
N 0.72 -1.14 0.15
N 0.65 0.16 0.37
C -0.40 0.79 0.01
C -1.53 0.12 -0.78
O -1.08 -0.51 -1.93
C -0.49 2.28 0.34
Cl -0.58 3.28 -1.15
H 2.78 -1.33 0.30
H 1.87 -2.87 0.60
H 1.85 -1.65 1.89
H -0.08 -1.65 0.43
H -2.07 -0.63 -0.10
H -2.29 0.91 -1.04
H -0.25 -0.97 -1.70
H 0.41 2.56 0.89
H -1.40 2.43 0.93
*
```

> Which of these has the lowest E?

C4H9ClN2S

> Which of these has the lowest energy relative to the best compared isomer or geometry (same formula, charge and spin)?

C4H9ClO3